# 1
{"formula": "C29H51NOP2Si4Yb", "method": "ωB97M-V/def2-TZVPD", "s_squared": 0.75, "gap_ev": [6.966, 5.633], "total_energy_ev": -116053.0786, "multiplicity": 2, "charge": 1, "e_lumo_ev": [-2.4, -3.8], "elements": ["C", "C", "C", "C", "C", "C", "C", "C", "C", "C", "C", "C", "C", "H", "H", "H", "H", "H", "H", "H", "N", "Yb", "C", "H", "H", "C", "H", "H", "P", "P", "C", "H", "H", "H", "C", "H", "H", "H", "C", "H", "H", "H", "C", "H", "H", "H", "C", "O", "H", "C", "Si", "C", "C", "Si", "Si", "C", "C", "C", "Si", "C", "C", "C", "H", "H", "H", "H", "H", "H", "H", "H", "H", "H", "H", "H", "H", "H", "H", "H", "H", "H", "H", "H", "H", "H", "H", "H", "H", "H", "H"], "coordinates": [[-1.48256, 3.61189, -2.94286], [-1.31290, 2.23954, -2.79177], [0.02234, 1.73005, -2.81310], [1.10416, 2.55678, -3.11565], [0.90237, 3.92842, -3.25461], [-0.38598, 4.45358, -3.15525], [2.49893, 1.96428, -3.03662], [2.52936, 0.45111, -3.17347], [1.39409, -0.24338, -2.75574], [1.42218, -1.65563, -2.55460], [2.60087, -2.33028, -2.85729], [3.73918, -1.63457, -3.28314], [3.71222, -0.24630, -3.42265], [-2.49171, 4.03107, -2.89556], [1.76988, 4.56636, -3.42564], [-0.53993, 5.52747, -3.24665], [3.13022, 2.41506, -3.81188], [2.63518, -3.41636, -2.73900], [4.65600, -2.18416, -3.49132], [4.60950, 0.31128, -3.69686], [0.27156, 0.45287, -2.31075], [-0.13751, 0.44596, -0.26574], [-2.48441, 1.28954, -2.60694], [-2.28333, 0.33726, -3.12599], [-3.40427, 1.73682, -3.01488], [0.18960, -2.34322, -2.00645], [-0.70766, -1.81690, -2.37858], [0.15298, -3.38652, -2.36221], [-2.85536, 0.86616, -0.82714], [0.00673, -2.44786, -0.12884], [1.36242, -3.64156, 0.16339], [1.46897, -3.85888, 1.23444], [1.13917, -4.57147, -0.37909], [2.30566, -3.22102, -0.20769], [-1.41167, -3.61693, -0.19739], [-1.15780, -4.44038, -0.88072], [-1.62617, -4.01934, 0.79907], [-2.30714, -3.10165, -0.57524], [-3.73529, 2.40745, -0.35830], [-4.68339, 2.46637, -0.91260], [-3.95002, 2.39138, 0.71998], [-3.13142, 3.29906, -0.57879], [-4.29188, -0.23992, -1.08134], [-4.61248, -0.63242, -0.10450], [-5.11864, 0.32308, -1.53975], [-4.01498, -1.08356, -1.73060], [3.02529, 2.26488, -1.69597], [2.49017, 1.96519, -0.63491], [3.96425, 2.77450, -1.92540], [-3.09347, 0.49863, 3.19828], [-2.08706, -1.08189, 3.43634], [-2.02511, -1.41150, 5.29571], [-3.05199, -2.48488, 2.63559], [0.04211, -1.00860, 2.43993], [0.62665, 1.26091, 2.82097], [0.11030, 1.84578, 4.54034], [2.48744, 1.49832, 2.67842], [-0.17599, 2.45493, 1.57144], [1.48442, -2.13275, 3.89227], [1.36542, -1.57012, 5.69455], [1.10303, -3.97896, 3.83971], [3.29385, -1.92037, 3.39450], [-3.97322, 0.42824, 3.85739], [-3.45628, 0.59405, 2.16568], [-2.55743, 1.41758, 3.46276], [-3.06384, -1.42389, 5.66110], [-1.57633, -2.38549, 5.53083], [-1.48377, -0.63962, 5.85778], [-3.25057, -2.29748, 1.57212], [-2.53394, -3.44826, 2.72844], [-4.02030, -2.57329, 3.15087], [0.78574, 1.47562, 5.32259], [0.18359, 2.94484, 4.52704], [-0.91842, 1.58733, 4.82093], [2.78592, 1.67016, 1.63191], [2.75130, 2.39600, 3.25796], [3.06289, 0.65476, 3.07618], [0.37984, 2.56166, 0.61648], [-1.24640, 2.27428, 1.37512], [-0.11772, 3.45227, 2.03145], [0.66236, -2.20057, 6.25451], [2.35989, -1.69087, 6.15001], [1.06369, -0.52496, 5.81909], [1.91025, -4.51332, 3.31804], [1.06383, -4.35653, 4.87306], [0.14914, -4.21788, 3.35131], [3.43275, -1.39272, 2.44376], [3.83182, -1.37483, 4.18317], [3.74991, -2.91695, 3.30367]], "lowdin_charge": [-0.0537, -0.2303, -0.2217, -0.1238, -0.0214, -0.0706, -0.1816, -0.1206, -0.2008, -0.2183, -0.0538, -0.0718, -0.0237, 0.1158, 0.1228, 0.1070, 0.1565, 0.1162, 0.1064, 0.1214, -0.1380, 0.9651, -0.3052, 0.0888, 0.0971, -0.3101, 0.0765, 0.0923, 0.8117, 0.7690, -0.2407, 0.0102, 0.0635, 0.0500, -0.2580, 0.0566, 0.0292, 0.0408, -0.2641, 0.0545, 0.0333, 0.0430, -0.2701, 0.0361, 0.0541, 0.0451, -0.1563, 0.0340, 0.1445, -0.2100, 0.3199, -0.2048, -0.2306, 0.4001, 0.3157, -0.1962, -0.1949, -0.2561, 0.3317, -0.2005, -0.2288, -0.2253, 0.0472, -0.0060, 0.0128, 0.0430, 0.0292, 0.0265, 0.0064, 0.0215, 0.0433, 0.0283, 0.0449, 0.0127, 0.0117, 0.0470, 0.0042, 0.0017, 0.0008, 0.0616, 0.0264, 0.0423, 0.0023, 0.0248, 0.0389, 0.0166, 0.0162, 0.0343, 0.0337]}

---

# 2
{"formula": "C29H52F2O13S4", "method": "ωB97M-V/def2-TZVPD", "gap_ev": 9.140, "total_energy_ev": -106305.2043, "charge": 0, "e_lumo_ev": 0.4, "elements": ["F", "C", "C", "C", "C", "C", "C", "H", "H", "H", "H", "H", "F", "C", "C", "C", "C", "C", "C", "H", "H", "H", "H", "H", "C", "S", "O", "C", "H", "H", "H", "H", "H", "H", "C", "S", "O", "C", "H", "H", "H", "H", "H", "H", "C", "S", "O", "C", "H", "H", "H", "H", "H", "H", "C", "S", "O", "C", "H", "H", "H", "H", "H", "H", "C", "O", "C", "O", "O", "C", "H", "H", "H", "H", "H", "H", "C", "O", "C", "O", "O", "C", "H", "H", "H", "H", "H", "H", "C", "O", "C", "O", "O", "C", "H", "H", "H", "H", "H", "H"], "coordinates": [[4.26846, 1.10430, 0.88320], [4.36527, 2.43370, 0.67230], [5.38152, 2.85424, -0.18276], [5.46661, 4.26296, -0.34742], [4.58111, 5.09240, 0.37352], [3.56409, 4.57816, 1.19155], [3.47879, 3.22691, 1.32952], [6.04129, 2.15524, -0.69604], [6.21931, 4.75242, -0.94984], [4.71762, 6.14093, 0.21597], [2.84115, 5.24589, 1.63028], [2.84714, 2.80481, 2.09022], [-3.21748, -0.43806, 3.86267], [-4.19849, -0.94103, 3.04791], [-5.48844, -0.53996, 3.22677], [-6.51076, -1.09557, 2.48750], [-6.21728, -2.03660, 1.52382], [-4.93144, -2.45691, 1.33594], [-3.92698, -1.89809, 2.08768], [-5.62228, 0.26484, 3.94698], [-7.51856, -0.70480, 2.66308], [-7.02054, -2.47624, 0.90920], [-4.62109, -3.07839, 0.52102], [-2.89050, -2.18617, 1.97117], [1.89099, -0.76111, 6.20442], [1.73843, 0.46538, 4.83501], [2.78005, 1.57670, 5.08820], [2.57603, -0.64861, 3.60112], [1.23403, -1.63051, 5.95115], [1.66679, -0.27188, 7.13960], [2.92403, -1.02276, 6.19104], [1.96753, -1.58997, 3.61938], [3.58143, -0.85754, 4.01795], [2.55715, -0.21523, 2.58401], [1.30535, 1.15321, -6.15706], [1.98433, 1.55355, -4.48955], [1.68250, 0.31019, -3.66446], [0.70672, 2.72780, -3.92655], [1.31412, 2.01279, -6.83858], [0.31532, 0.69024, -5.94164], [1.87704, 0.37098, -6.67975], [1.04005, 3.06612, -2.95450], [-0.23884, 2.17596, -3.78778], [0.64332, 3.62878, -4.55092], [0.16698, -2.43701, -3.29856], [1.72511, -3.13865, -2.63326], [1.50615, -4.63560, -2.74336], [2.66287, -2.57324, -4.15681], [0.38636, -1.50290, -3.74617], [-0.56182, -2.32084, -2.49569], [-0.18089, -3.12529, -4.03036], [3.64669, -3.00284, -4.25044], [2.74563, -1.47110, -4.02439], [2.09416, -2.84425, -5.04697], [0.69879, -0.00496, -0.54331], [-0.43176, 1.43449, -0.19810], [-1.23430, 1.61254, -1.47898], [-1.64818, 0.53544, 0.84953], [1.05918, -0.50562, 0.37658], [1.48870, 0.22809, -1.24761], [0.00422, -0.67001, -1.00763], [-2.13511, -0.21781, 0.23237], [-2.39245, 1.26440, 1.17581], [-1.26437, -0.04935, 1.69962], [-4.05583, -1.33144, -1.50218], [-3.07490, -2.29277, -1.22423], [-2.80523, -3.31396, -2.02313], [-3.12585, -3.27897, -3.20606], [-2.07343, -4.23029, -1.37450], [-1.71052, -5.46999, -2.04504], [-4.80797, -1.80889, -2.12979], [-3.63644, -0.51605, -2.01360], [-4.44861, -1.10028, -0.53509], [-1.68553, -6.22138, -1.26369], [-0.74694, -5.33229, -2.54982], [-2.45215, -5.73572, -2.80086], [2.61523, 5.50366, -2.93859], [1.47607, 5.53416, -2.17262], [1.57475, 6.39592, -1.07810], [2.49579, 7.13442, -0.88581], [0.51006, 6.34634, -0.32883], [-0.58942, 5.43157, -0.64206], [3.32841, 4.76526, -2.56850], [3.10656, 6.47575, -2.95790], [2.34044, 5.22299, -3.93624], [-1.12171, 5.79013, -1.55535], [-1.16447, 5.58491, 0.26050], [-0.30517, 4.37488, -0.74367], [-2.12994, -2.82032, 5.70995], [-1.88990, -3.73805, 4.65040], [-0.98996, -3.53378, 3.72910], [-0.26758, -2.58032, 3.56031], [-1.11511, -4.60682, 2.91004], [-0.22371, -4.71912, 1.77384], [-3.05347, -3.06839, 6.23278], [-2.15962, -1.78918, 5.33875], [-1.29918, -2.94104, 6.42368], [-0.01659, -5.79071, 1.72576], [0.74037, -4.20758, 1.87529], [-0.72928, -4.50723, 0.81764]], "lowdin_charge": [0.0384, -0.2938, 0.0036, -0.0704, -0.0910, -0.0668, -0.0286, 0.1148, 0.0990, 0.0903, 0.1130, 0.1162, 0.0368, -0.2626, -0.0277, -0.0744, -0.0923, -0.1014, -0.0174, 0.1250, 0.1154, 0.1200, 0.1044, 0.1184, -0.2512, 0.8232, -0.6000, -0.2462, 0.0514, 0.0429, 0.0308, 0.0306, 0.0621, 0.0309, -0.2481, 0.8660, -0.6043, -0.2514, 0.0513, 0.0661, 0.0494, 0.0252, 0.0578, 0.0591, -0.2377, 0.8618, -0.5950, -0.2378, 0.0074, 0.0295, 0.0543, 0.0380, 0.0183, 0.0539, -0.2153, 0.8352, -0.5783, -0.2419, 0.0585, 0.0292, 0.0122, 0.0266, 0.0551, 0.0547, -0.0302, -0.0427, -0.6124, 0.1037, -0.0302, -0.0027, 0.1107, 0.0863, 0.0665, 0.0916, 0.0699, 0.0959, -0.0926, -0.0513, -0.5907, 0.1286, 0.0159, 0.0034, 0.0973, 0.1018, 0.0761, 0.1131, 0.0923, 0.0645, -0.0204, 0.0084, -0.6188, 0.0980, -0.0094, -0.0166, 0.0987, 0.0822, 0.0989, 0.0917, 0.0969, 0.0823]}

---

| no. | largest force on an atom (eV/Å) |
| --- | --- |
| 1 | 3.1 |
| 2 | 2.7 |